23
Properties=species:S:1:pos:R:3 method="wB97M-V/def2-TZVPD" lumo_energy_ev=0.97 multiplicity=1 homo_lumo_gap_ev=9.9519 smiles=Cc1ccccc1.CC e_above_lowest_kj_mol=88.6 e_homo_ev=-8.98
C -2.697 1.014 -0.246
H 0.982 -0.470 -2.946
H -1.885 2.948 0.082
H -3.645 1.147 0.261
H -0.018 2.529 -1.600
H 1.803 -0.135 -1.510
H 1.671 0.004 3.085
C -1.867 2.068 -0.570
C 2.111 -0.521 2.240
H 0.276 -1.566 2.232
H 2.058 0.146 1.375
H 1.426 1.220 -2.508
H 1.550 -2.437 3.047
H 1.599 -2.370 1.236
C -0.674 1.768 -1.245
C -2.410 -0.303 -0.637
C -1.253 -0.561 -1.359
H 3.149 -0.671 2.534
C 1.311 -1.854 2.159
C -0.305 0.436 -1.471
H -3.113 -1.086 -0.390
H -1.085 -1.597 -1.633
C 1.016 0.290 -2.135

=====

82
Properties=species:S:1:pos:R:3 method="wB97M-V/def2-TZVPD" lumo_energy_ev=0.34 multiplicity=1 homo_lumo_gap_ev=9.8766 smiles="CCOC(=O)OC.CCOC(=O)OC.C1CCOC1.C1CCOC1.C1CCOC1.C1CCOC1" e_above_lowest_kj_mol=268.0 e_homo_ev=-9.53
H -8.779 1.368 0.658
H 1.645 -3.265 4.020
H 3.816 -3.562 -2.407
H -3.943 6.976 -1.064
O -5.997 5.214 1.766
H 7.932 2.456 4.306
C -7.683 3.228 0.834
H 9.641 -0.960 5.114
H 8.838 -1.356 2.876
H -0.536 1.247 0.944
H 9.701 2.119 4.661
H 1.071 -4.372 7.579
H 2.796 3.311 0.823
C 0.664 -2.019 5.516
H 2.498 -1.854 4.627
O -5.250 5.410 -0.397
H -4.798 2.220 -7.023
C 0.951 -4.114 6.527
O -8.061 -0.545 -7.798
C 2.370 2.324 1.007
C 4.031 -5.716 -2.055
C -6.744 1.557 -6.192
H -0.012 -1.474 4.857
C 5.220 -5.086 -0.108
C 0.045 2.108 0.613
O -6.643 3.834 0.072
H 0.252 1.109 -1.328
H 8.368 1.238 2.230
O -7.447 1.694 -7.394
O 5.161 -3.979 -0.987
H -8.534 3.847 1.116
H 5.163 -4.768 0.933
C 2.278 -3.554 6.107
H 5.387 -4.173 -3.013
H 4.038 -6.866 -0.059
C 1.884 -2.704 4.924
H -4.597 7.284 0.558
H 7.295 -0.494 3.251
H 4.602 -6.547 -2.471
C -8.010 0.659 -8.107
O -8.645 1.249 -9.174
H -0.552 3.020 0.619
C 8.644 -0.594 4.869
C 8.367 -0.551 3.440
H 9.908 0.901 2.739
C -5.974 4.882 0.574
H -5.238 0.585 -7.400
O -0.028 -3.091 6.146
H 3.016 -5.832 -2.434
C 8.728 1.715 4.384
H 0.985 -1.249 6.217
H -7.633 1.427 -0.559
C -5.279 1.334 -6.609
C -4.303 6.507 -0.148
O 8.413 0.717 5.386
H -3.335 6.160 0.213
C 8.883 0.841 3.105
H 6.195 -5.536 -0.294
H 3.028 1.708 1.621
H 8.028 -1.247 5.487
H 0.707 2.788 -1.277
H -7.308 2.760 1.744
C 4.033 -5.870 -0.503
O 1.071 2.306 1.583
H -8.990 2.565 -0.677
H -9.416 1.037 -11.054
H 2.949 1.752 -0.984
H -9.990 -0.114 -9.920
H 0.834 -4.970 5.863
C 0.765 1.853 -0.719
H 3.070 -4.292 5.984
C -8.287 2.091 0.007
H 2.267 0.422 -0.098
C 2.182 1.498 -0.253
H -4.738 1.110 -5.689
H -8.376 -0.388 -10.625
H 2.747 -2.874 6.819
H -7.127 0.659 -5.707
C 4.601 -4.306 -2.270
H -6.795 2.396 -5.498
H 3.057 -5.531 -0.157
C -9.075 0.367 -10.265

=====

64
Properties=species:S:1:pos:R:3 method="wB97M-V/def2-TZVPD" lumo_energy_ev=2.16 multiplicity=1 homo_lumo_gap_ev=9.5699 charge=-1 e_above_lowest_kj_mol=83.4 e_homo_ev=-7.41
H 0.043 2.998 0.385
H 1.474 -3.011 0.247
H 1.010 2.842 -2.131
O -1.227 -2.901 2.655
H -1.680 0.042 -3.263
H 1.484 5.242 -0.810
H -2.324 -2.214 4.338
O -1.673 -0.937 -3.415
O 1.132 1.932 -2.362
H -4.511 -0.850 -0.720
H 0.150 -5.227 1.801
O -3.638 2.097 -0.980
H -1.141 -2.019 2.243
O -2.986 -1.946 -0.914
H -2.663 2.017 -2.777
H -5.248 -0.622 0.620
H -2.286 -1.391 -0.483
H 0.084 5.161 2.175
H 0.222 5.081 -1.623
H 3.011 1.739 -2.591
O 3.919 -0.787 1.548
H 2.685 2.255 0.802
H -1.351 -4.451 -0.515
H 1.779 1.684 1.792
O 2.026 -1.159 -3.473
O 1.899 2.526 1.290
H 0.091 -4.374 -0.047
H 1.770 -1.413 -2.528
H 0.953 1.468 -1.561
H 4.861 -0.553 1.627
O -5.085 -0.204 -0.214
H -0.701 1.722 0.027
H -0.772 -1.194 -3.117
H -1.355 -2.073 5.305
O 3.929 1.561 -2.373
O -0.783 -4.778 0.168
H -4.260 1.445 -0.599
O -2.183 1.825 -3.605
H -3.137 5.007 -1.917
H 1.022 -0.118 1.921
O -2.267 -1.789 5.197
O 1.004 5.255 1.943
O 1.962 -3.764 -0.174
H 2.358 -0.172 2.712
O 1.199 5.143 -1.741
H -3.005 2.294 -0.308
H -2.420 4.143 -0.902
H 3.961 -1.670 1.868
H -2.782 -1.865 -1.827
Br 0.123 -0.781 -0.176
O -2.261 4.867 -1.505
O 1.487 0.280 2.661
H 1.479 4.420 2.050
H 3.263 -3.804 1.422
H -1.533 -3.453 1.912
H 2.902 -3.875 2.953
H 1.450 -0.413 -3.563
H 4.223 0.752 -2.691
H 2.093 -3.375 -1.041
O -0.688 2.646 -0.193
H 0.263 -4.840 3.337
O 3.576 -3.589 2.352
O 0.685 -5.409 2.614
H -1.615 2.575 -3.825

=====

10
Properties=species:S:1:pos:R:3 method="wB97M-V/def2-TZVPD" lumo_energy_ev="0.16 / -0.37" multiplicity=1 homo_lumo_gap_ev="8.2589 / 8.1692" e_above_lowest_kj_mol=202.2 e_homo_ev="-8.10 / -8.54"
C -0.691 -0.101 0.320
I 1.235 -0.913 2.618
H 1.149 1.019 0.759
H -0.686 0.875 -1.537
Cl -1.765 1.229 0.920
N 0.589 -0.727 -1.331
N -0.537 -0.038 -1.108
H 1.137 -0.332 -2.101
C 0.724 0.028 0.838
H -1.155 -1.041 0.621

=====

13
Properties=species:S:1:pos:R:3 method="wB97M-V/def2-TZVPD" lumo_energy_ev=0.85 multiplicity=1 homo_lumo_gap_ev=9.6294 smiles="[H]/N=C1/CCC=NS1" e_above_lowest_kj_mol=211.4 e_homo_ev=-8.78
H -0.333 0.248 -1.457
C -0.131 -1.704 0.142
S 2.022 -0.217 -0.094
C 0.787 1.100 -0.004
H -0.609 -2.621 0.241
H 2.063 2.563 0.534
N 1.152 2.252 0.295
C -1.157 -0.590 0.273
H -2.014 -0.962 -0.137
N 1.115 -1.576 -0.004
H -1.256 -0.504 1.278
H -1.133 1.398 -0.558
C -0.507 0.613 -0.510